ORCA calculation (ωB97M-V/def2-TZVPD) on C24H42O7P2Sn as an isolated structure.

Values from the calculation:
Molecular weight, g mol⁻¹: 623.25
Multiplicity: 1
Energy relative to the best compared isomer or geometry (same formula, charge and spin), kJ/mol: 0.0
Gap between HOMO and LUMO, eV: 8.15
Total energy, Eh: -2363.53168

Structure (XYZ):
```
76
Properties=species:S:1:pos:R:3:forces:R:3:mulliken_charge:R:1
Sn -2.320683 -1.854795 0.179125 0.19 -0.01 0.20 0.99
C 4.523252 -0.898107 3.380763 -0.01 0.00 -0.01 -1.52
C 3.196672 -0.169622 3.309117 0.09 0.00 -0.03 1.39
C 2.648743 0.175201 4.680134 0.00 -0.01 0.00 -1.34
O 2.263894 -1.048652 2.642357 -0.13 0.02 0.06 -0.49
P 1.365254 -0.591761 1.411422 0.10 0.11 -0.10 0.38
O 0.600406 -1.718955 0.879987 -0.01 -0.09 0.03 -0.79
C 0.390583 0.807856 2.008044 0.07 0.07 -0.04 -0.35
P -0.539350 1.667298 0.713806 0.26 -0.02 0.07 0.43
O -1.435227 0.730079 0.033326 -0.37 -0.10 -0.25 -0.68
O -1.199405 2.936340 1.398850 0.07 -0.11 0.03 -0.25
C -2.246160 2.955049 2.409409 -0.06 0.02 0.02 0.43
C -3.230628 1.810643 2.271032 0.01 0.00 0.00 -1.25
C -1.610657 3.035721 3.784795 -0.02 0.01 0.00 -1.26
O 0.498250 2.312519 -0.266731 -0.16 0.01 -0.06 -0.19
C 1.274850 3.530702 -0.213148 0.05 0.03 0.03 0.54
C 0.412328 4.726390 -0.566815 0.01 -0.01 0.00 -1.45
C 2.004381 3.682772 1.107687 0.00 0.00 -0.01 -0.91
O 2.346715 0.135981 0.400848 0.05 -0.02 0.19 0.14
C 3.023730 -0.643146 -0.633321 -0.04 -0.01 -0.16 0.54
C 2.188723 -0.575670 -1.894360 0.04 0.00 0.04 -0.55
C 4.406145 -0.048167 -0.786717 -0.01 0.01 0.02 -1.51
H 5.272573 -0.276887 3.872448 0.00 0.01 0.00 0.38
H 4.878409 -1.148356 2.381450 0.00 0.00 0.00 0.33
H 4.409755 -1.823460 3.946358 -0.01 0.00 0.01 0.35
H 3.318436 0.735584 2.704298 -0.01 0.01 0.02 -0.19
H 2.458367 -0.739962 5.241518 0.01 -0.01 0.00 0.34
H 1.715287 0.734369 4.613655 -0.01 -0.01 -0.01 0.22
H 3.370254 0.778158 5.232654 0.00 0.01 0.00 0.38
H 1.034875 1.519552 2.526791 0.00 -0.03 0.04 0.26
H -0.326616 0.391378 2.719708 -0.02 0.01 0.00 0.48
H -2.762915 3.894162 2.205751 0.01 -0.01 -0.02 0.35
H -2.788214 0.853155 2.553137 0.01 0.00 0.00 0.17
H -3.593145 1.721202 1.249065 -0.02 0.02 0.00 0.36
H -4.077638 2.000578 2.931362 0.01 -0.01 0.01 0.48
H -1.130979 2.095658 4.060428 0.00 -0.01 -0.01 0.19
H -2.378587 3.247483 4.529619 0.00 0.00 0.00 0.49
H -0.869422 3.834347 3.821710 0.00 0.00 0.00 0.31
H 2.010819 3.374659 -1.003675 0.00 0.00 0.01 0.46
H -0.306504 4.937710 0.222857 0.00 0.00 0.01 0.19
H -0.129244 4.539809 -1.493279 0.00 0.00 -0.01 0.35
H 1.047330 5.602354 -0.707439 0.00 0.00 0.00 0.47
H 1.303226 3.850771 1.927327 -0.01 0.00 0.00 0.13
H 2.669901 4.544954 1.054075 0.00 0.00 0.00 0.54
H 2.609042 2.798623 1.314070 0.00 0.00 0.00 -0.04
H 3.091599 -1.678325 -0.287813 0.02 0.01 0.02 0.37
H 2.034222 0.465953 -2.182052 0.01 0.01 0.00 0.09
H 1.214818 -1.042139 -1.741297 0.02 0.03 0.01 -0.30
H 2.698886 -1.089853 -2.710713 0.00 0.01 0.01 0.53
H 4.336550 0.982554 -1.139080 -0.01 0.01 0.00 0.27
H 4.980310 -0.621290 -1.514996 -0.01 0.00 -0.01 0.42
H 4.945186 -0.056316 0.161306 0.00 0.00 0.00 0.30
C -1.357882 -2.160854 -1.736417 0.07 0.04 -0.12 0.11
C -0.804739 -2.372176 -2.795908 -0.03 0.05 0.07 -0.45
C -0.127594 -2.594740 -4.038898 -0.01 -0.05 0.00 0.00
C -0.726743 -2.241945 -5.250224 0.03 0.00 0.00 -0.48
C -0.067069 -2.463591 -6.447930 0.01 0.01 -0.01 -0.47
C 1.195800 -3.040030 -6.455940 0.00 0.00 -0.02 -0.40
C 1.799094 -3.392280 -5.256255 0.01 0.00 0.00 -0.53
C 1.145117 -3.171224 -4.055374 -0.02 -0.02 -0.03 -0.42
H -1.711213 -1.793825 -5.237220 -0.01 -0.01 0.01 0.45
H -0.542030 -2.187348 -7.380706 0.00 0.00 0.00 0.38
H 1.706452 -3.216732 -7.393805 0.00 0.00 0.00 0.38
H 2.783130 -3.844079 -5.257009 0.00 0.00 0.00 0.37
H 1.607178 -3.445694 -3.116121 -0.01 -0.02 0.00 0.53
C -6.269695 -1.483049 -0.988377 -0.01 0.00 0.00 -1.38
C -5.340595 -2.688227 -1.068698 0.05 0.07 -0.13 0.54
C -5.914374 -3.883576 -0.318879 0.00 0.00 0.01 -1.35
O -4.092500 -2.358595 -0.547942 -0.17 0.02 0.13 -0.52
H -7.266929 -1.724507 -1.362870 0.00 0.00 -0.02 0.41
H -5.868883 -0.655776 -1.575227 0.02 0.00 0.01 0.30
H -6.356067 -1.156935 0.050817 -0.01 -0.01 0.01 0.28
H -5.228720 -2.966576 -2.128335 -0.02 0.00 0.00 0.26
H -5.985742 -3.649155 0.745583 -0.02 0.01 0.00 0.29
H -5.264933 -4.751631 -0.434920 0.02 0.01 0.01 0.30
H -6.909461 -4.141556 -0.688200 0.00 -0.01 -0.01 0.41
```
Positions in Å, forces in eV/Å.



ORCA calculation (ωB97M-V/def2-TZVPD) on C24H43Br2N8O5P in the gas phase in a non-equilibrium geometry.

Values from the calculation:
Molecular weight, g mol⁻¹: 714.44
Multiplicity: 1
Gap between HOMO and LUMO, eV: 8.47
SMILES: [H]/N=C(/N)NCCCC[C@H]1[N@@H+](P(C)CC)[C@](C#C)(CC(N)(N)N)[C@](OC#N)([C@@H](Br)[C@@H](C)Br)O[C@]1(C[C@H](C)O)C(=O)[O-]
Total energy, Eh: -7243.70909

Structure (XYZ):
```
83
Properties=species:S:1:pos:R:3:forces:R:3:mulliken_charge:R:1
H 5.688469 1.957012 1.995584 -0.09 0.02 -0.07 0.29
N 4.984948 2.623217 1.674007 -0.33 0.36 0.06 -0.54
C 4.956392 2.671299 0.409937 0.63 -0.46 0.75 0.26
N 4.006142 3.533646 -0.218152 0.65 -0.14 -0.48 -0.44
N 5.853911 1.831670 -0.391137 -0.99 0.05 -0.05 -0.44
C 5.422947 0.415487 -0.208124 0.48 0.22 -0.84 -0.94
C 4.022422 0.198509 -0.863324 0.45 -0.81 0.33 -1.15
C 2.956819 -0.316319 0.137285 -0.34 -0.78 -0.65 0.10
C 1.521469 -0.328081 -0.498586 1.26 0.87 -0.22 -1.12
C 0.504169 -0.936629 0.491771 1.29 -1.60 -0.27 -0.50
N -0.571870 -0.072680 1.041088 -0.18 -0.54 -0.09 -0.18
P -0.072236 1.347539 2.069134 -0.53 1.93 1.82 0.12
C 0.996183 0.616010 3.424345 -0.49 -1.19 -1.02 -1.10
C 1.049411 2.531773 1.209301 1.29 0.50 -0.16 1.20
C 1.128447 3.814066 2.123100 -0.94 -0.63 0.35 -1.49
C -1.753679 0.180041 0.110259 0.28 1.78 -1.48 2.83
C -1.320564 0.999306 -1.105654 0.71 -0.81 1.22 -2.45
C -0.857182 1.551617 -2.065184 0.14 -0.75 -0.65 0.20
C -2.868508 1.025450 0.805946 -0.81 -0.63 -0.14 -1.47
C -3.122943 2.514257 0.414109 -2.08 1.15 1.11 0.11
N -2.025708 3.449723 0.576240 0.41 -0.15 -0.60 -0.37
N -4.112535 2.995397 1.434225 0.55 -0.17 -0.01 -0.75
N -3.883147 2.690694 -0.854131 1.11 -0.78 0.49 -0.56
C -2.216450 -1.212753 -0.503651 -0.11 -0.41 -0.76 1.69
O -2.763969 -0.851343 -1.827111 0.85 -0.73 -0.17 -0.41
C -2.213471 -1.552367 -2.814534 -2.01 -0.41 0.20 0.34
N -2.152403 -2.299477 -3.696997 0.78 0.86 0.13 -0.65
C -3.320477 -2.055496 0.196859 -0.47 -1.50 0.08 -1.50
Br -3.511782 -1.824113 2.163925 0.18 0.20 -0.58 0.00
C -4.751226 -2.170181 -0.397712 -0.76 0.41 0.71 -0.47
C -5.565643 -0.910018 -0.704951 -0.43 0.47 -0.55 -0.98
Br -4.865427 -3.429715 -1.927000 0.29 0.49 0.41 -0.13
O -1.165498 -2.063054 -0.867099 -0.46 0.80 0.74 -0.08
C -0.127834 -2.292728 0.078119 1.81 -0.38 0.33 1.37
C 0.923218 -3.237582 -0.627488 -0.72 0.07 -0.68 -2.34
C 0.541498 -3.582942 -2.091318 2.13 -1.91 -0.09 0.65
C 1.483531 -4.794681 -2.492201 -0.63 0.09 -0.18 -1.48
O 0.864386 -2.532441 -2.992388 -0.34 0.58 0.37 -0.65
C -0.530237 -3.126043 1.342915 -1.19 -1.37 1.75 -0.23
O -0.261824 -2.700048 2.492174 0.67 1.97 -0.38 -0.67
O -1.069218 -4.231569 1.184469 -0.26 0.24 -1.61 -0.74
H 3.236673 2.998876 -0.615613 0.07 0.02 0.17 0.14
H 4.472234 3.972729 -1.011594 -0.16 -0.11 0.02 0.38
H 6.820169 1.942258 -0.099184 -0.20 0.08 0.19 0.28
H 6.191719 -0.190565 -0.725439 -0.46 0.19 0.23 0.43
H 5.445302 0.102968 0.856770 -0.23 0.17 -0.38 0.35
H 4.171762 -0.595814 -1.623448 -0.34 0.46 0.25 0.48
H 3.719391 1.095238 -1.429277 0.06 -0.27 0.38 0.44
H 2.984279 0.179377 1.123265 0.02 0.07 -0.49 -0.11
H 3.197000 -1.387219 0.319479 0.03 0.58 0.23 0.47
H 1.649629 -0.895582 -1.441794 -0.68 0.12 0.52 0.36
H 1.337300 0.707642 -0.827901 -0.42 -0.40 0.34 0.31
H 1.114300 -1.228672 1.373021 -0.66 0.26 -0.23 1.15
H -1.026333 -0.674407 1.770773 0.54 -0.13 0.09 0.90
H 0.498196 -0.350098 3.672890 0.40 0.40 -0.09 0.41
H 2.023478 0.395486 3.094188 -0.29 0.22 0.39 0.25
H 0.938212 1.228909 4.335519 0.10 0.09 -0.60 0.44
H 2.095209 2.178816 1.116863 -0.61 -0.12 -0.13 -1.01
H 0.696057 2.860095 0.220293 -0.12 -0.49 0.37 0.37
H 0.146112 3.905498 2.631849 0.46 0.27 -0.20 0.46
H 1.293496 4.725887 1.529471 0.09 -0.48 0.20 0.35
H 1.896345 3.721486 2.906884 -0.17 0.02 -0.47 0.35
H -0.438056 1.654067 -3.058559 -0.25 0.51 0.59 0.60
H -3.829526 0.517908 0.574527 0.54 0.32 -0.05 -0.18
H -2.852271 0.974408 1.906886 0.54 -0.07 -0.62 0.28
H -2.393249 4.361064 0.841504 -0.19 -0.29 0.01 0.32
H -1.526064 3.586785 -0.299160 0.04 -0.22 0.17 0.34
H -4.915882 2.370790 1.427368 0.07 0.24 0.08 0.32
H -3.686710 2.986535 2.360336 -0.13 -0.19 -0.07 0.29
H -4.041578 1.773865 -1.269498 0.12 0.36 -0.32 0.22
H -3.285877 3.247666 -1.455374 -0.34 -0.26 -0.34 0.40
H -2.959921 -3.107542 0.157581 0.21 0.78 0.13 0.91
H -5.322256 -2.709561 0.379105 0.43 0.13 -0.44 0.62
H -6.576769 -1.211905 -1.038860 0.50 0.07 0.26 0.50
H -5.711698 -0.249749 0.173178 0.21 -0.53 -0.20 0.20
H -5.167598 -0.282756 -1.525680 0.05 -0.48 0.40 0.18
H 1.957472 -2.857282 -0.571579 -0.48 0.09 -0.21 0.18
H 0.957851 -4.223237 -0.134616 -0.37 0.69 0.09 0.70
H -0.479696 -3.984251 -2.185023 0.14 0.75 0.20 0.14
H 1.672827 -5.485768 -1.654352 -0.11 0.25 -0.33 0.34
H 0.967697 -5.371229 -3.286092 0.48 0.23 0.26 0.40
H 2.443787 -4.409220 -2.882978 -0.46 -0.17 0.25 0.31
H 0.486486 -2.699970 -3.863778 -0.20 -0.11 0.23 0.38
```
Positions in Å, forces in eV/Å.



ORCA calculation (ωB97M-V/def2-TZVPD) on C24H43BrP2Tl as an isolated structure in a non-equilibrium geometry.

Values from the calculation:
Molecular weight, g mol⁻¹: 677.84
Multiplicity: 1
Energy relative to the best compared isomer or geometry (same formula, charge and spin), kJ/mol: 0.0
Net charge: +1
Gap between HOMO and LUMO, eV: 6.43
Total energy, Eh: -4369.18667

Structure (XYZ):
```
71
Properties=species:S:1:pos:R:3:forces:R:3:mulliken_charge:R:1
Tl -0.163857 0.309392 2.181999 -0.18 -0.97 3.09 0.97
C -0.724845 -2.100271 3.279915 1.13 0.82 -0.11 0.35
C 0.645847 -2.253473 2.894766 -0.49 0.85 0.68 0.66
C 0.554706 -0.627027 4.551983 0.43 -0.20 -1.47 0.32
C -0.787166 -1.083350 4.305091 0.37 0.21 -1.65 0.45
C 1.437566 -1.357743 3.682988 -1.25 0.02 -0.04 0.38
C -1.885293 -2.830048 2.726583 -0.42 -0.54 0.02 -1.48
H -1.680344 -3.291337 1.756422 0.09 0.00 0.11 0.28
H -2.777363 -2.209785 2.606690 0.00 0.08 0.07 0.32
H -2.158093 -3.639104 3.409273 -0.19 -0.09 -0.13 0.38
C -2.005824 -0.564128 4.954372 -0.48 0.02 0.61 -1.30
H -2.906069 -0.762855 4.370650 0.02 -0.12 0.02 0.28
H -1.971924 0.517135 5.102715 0.11 -0.08 0.05 0.31
H -2.133886 -1.026472 5.938035 -0.14 0.04 0.01 0.34
C 0.926408 0.445557 5.499747 0.17 0.23 0.62 -1.39
H 0.989726 0.040412 6.513196 0.08 0.13 0.09 0.34
H 0.199455 1.260449 5.523196 -0.07 -0.11 -0.03 0.30
H 1.892932 0.899840 5.266370 0.02 -0.14 0.01 0.32
C 2.909744 -1.204356 3.615094 0.42 -0.20 0.18 -1.52
H 3.369640 -1.811730 4.397076 0.25 0.04 -0.01 0.39
H 3.253547 -0.180708 3.774717 -0.07 0.12 0.07 0.32
H 3.331687 -1.541991 2.667044 -0.07 -0.09 -0.05 0.29
C 1.157548 -3.152717 1.834207 0.28 -0.69 -0.19 -1.58
H 1.559759 -4.059431 2.295132 0.06 -0.12 -0.23 0.31
H 1.968540 -2.725649 1.233928 0.01 0.10 0.13 0.32
H 0.388132 -3.473850 1.125066 -0.03 0.02 0.16 0.35
C -2.137463 0.950033 -4.803000 -0.45 1.41 0.10 -0.25
C -2.040693 -0.358830 -4.860922 -0.29 -1.51 -0.25 -0.54
C -1.062664 -1.205460 -5.642380 0.31 0.25 -0.04 -0.55
C 0.235559 -0.498396 -6.098842 -0.11 -0.37 0.04 -0.96
C 1.032922 0.062255 -4.941313 0.42 -1.03 -0.44 -0.23
C 0.918419 1.230322 -4.341510 0.22 1.05 0.33 -0.51
C -0.027851 2.363890 -4.652691 -0.25 -0.13 -0.28 -0.39
C -1.282790 1.999268 -5.481851 0.11 0.27 0.29 -0.99
H -1.542961 -1.644563 -6.533019 -0.04 0.17 0.32 0.36
H 0.014922 0.242305 -6.871948 0.17 -0.21 0.22 0.33
H -0.786677 -2.058275 -5.009701 -0.01 0.03 -0.07 0.29
H -1.003258 1.738150 -6.506356 -0.17 0.08 0.31 0.36
H -2.965108 1.404626 -4.231539 0.35 -0.47 -0.12 0.38
H -2.803755 -0.974039 -4.356066 0.26 0.44 -0.07 0.50
H -1.886557 2.914197 -5.542807 0.13 -0.19 -0.14 0.42
H -0.356793 2.793079 -3.697153 -0.01 0.03 -0.07 0.16
H 1.638890 1.492596 -3.551836 -0.17 -0.29 -0.25 0.50
H 0.498415 3.178290 -5.177646 0.02 -0.25 0.20 0.41
H 0.856597 -1.272372 -6.568976 -0.12 0.25 -0.03 0.40
H 1.825612 -0.632045 -4.617729 -0.33 0.46 0.11 0.34
P -1.246408 0.043618 0.020024 0.45 0.06 1.43 0.30
P 1.739748 1.493329 1.115276 -1.44 -1.18 1.25 0.42
C -0.260317 1.261114 -0.918655 -0.05 -0.10 -0.02 -0.25
C 0.614817 2.263587 -0.102167 0.49 -0.01 -0.09 -1.16
H -1.038817 1.807458 -1.465240 0.57 0.08 -0.43 0.50
H 0.370448 0.651782 -1.590542 -0.37 0.47 -0.08 0.00
H 1.335169 2.763474 -0.757820 -0.63 0.38 -0.40 0.59
H -0.005798 2.992253 0.453252 0.36 -0.23 -0.30 0.41
C 2.399824 2.708333 2.245083 0.66 0.70 -0.80 -1.09
H 3.057421 2.198293 2.977745 -0.31 0.41 -0.48 0.32
H 1.572339 3.245828 2.760160 0.56 -0.35 -0.44 0.29
H 2.971318 3.360228 1.536865 -0.10 0.09 1.19 0.46
C 2.994768 0.511348 0.297497 0.44 0.50 -0.44 -1.11
H 3.395574 1.232789 -0.452898 0.33 -0.95 0.24 0.47
H 2.558863 -0.392806 -0.186887 0.35 0.73 0.33 0.22
H 3.750886 0.218354 1.061308 -0.44 0.20 -0.72 0.38
C -2.910837 0.633443 0.326527 -0.37 0.06 -0.99 -1.28
H -3.424093 -0.042687 1.037880 0.25 0.34 -0.49 0.35
H -3.345124 0.570832 -0.696328 -0.54 0.40 0.81 0.47
H -2.888200 1.666868 0.748010 -0.02 -0.77 -0.43 0.38
C -1.209833 -1.548838 -0.789620 -0.30 0.11 -0.67 -0.85
H -0.182033 -1.975323 -0.767022 -0.78 0.29 -0.09 0.28
H -1.529712 -1.270149 -1.823152 0.21 -0.91 0.41 0.25
H -1.932125 -2.220171 -0.274074 0.51 0.39 -0.54 0.37
Br -1.303222 2.525264 3.225777 0.10 -0.03 -0.40 -0.49
```
Positions in Å, forces in eV/Å.